Here is C39H34GaN3O2P2 as an isolated structure from OMol25. Energies are from ωB97M-V/def2-TZVPD.

The value obtained for the LUMO energy is -6.493 eV. Its net charge is +2. For the HOMO-LUMO gap, the calculation gives 6.50 eV.

Each line ends with the Löwdin charge.
Atoms and positions in Å:
1 Ga 0.034 -0.065 0.855  0.41
2 O -3.364 2.429 4.121  0.10
3 C -3.191 1.219 4.652  -0.24
4 C -4.043 0.866 5.704  0.01
5 C -3.931 -0.363 6.308  -0.04
6 C -2.968 -1.292 5.889  -0.07
7 C -2.132 -0.965 4.854  -0.02
8 C -2.224 0.286 4.209  -0.09
9 C -1.342 0.559 3.098  -0.37
10 O -0.574 -0.399 2.650  -0.11
11 N -1.349 1.768 2.526  0.10
12 N -0.476 1.782 1.509  -0.05
13 C -0.042 2.815 0.908  0.01
14 C 1.033 2.541 -0.055  -0.23
15 C 1.691 3.558 -0.721  0.02
16 C 2.794 3.250 -1.505  0.00
17 C 3.213 1.931 -1.578  0.00
18 C 2.494 0.964 -0.898  -0.09
19 N 1.410 1.246 -0.170  0.06
20 H -2.686 2.591 3.438  0.08
21 H -4.777 1.590 6.028  0.13
22 H -4.593 -0.612 7.126  0.12
23 H -2.877 -2.246 6.387  0.11
24 H -1.371 -1.660 4.526  0.11
25 H -0.359 3.826 1.140  0.16
26 H 1.353 4.579 -0.603  0.13
27 H 3.329 4.031 -2.028  0.13
28 H 4.087 1.643 -2.143  0.13
29 H 2.818 -0.068 -0.918  0.10
30 C 0.572 -1.951 -1.615  -0.34
31 C -0.860 -1.520 -2.006  -0.30
32 P -1.729 -0.473 -0.760  1.06
33 C -2.420 0.980 -1.559  -0.35
34 C -3.750 1.341 -1.372  -0.06
35 C -4.229 2.507 -1.955  -0.04
36 C -3.389 3.303 -2.718  -0.05
37 C -2.058 2.944 -2.904  -0.06
38 C -1.571 1.787 -2.320  -0.11
39 C -3.091 -1.478 -0.137  -0.36
40 C -3.399 -1.514 1.219  -0.07
41 C -4.501 -2.231 1.664  -0.04
42 C -5.299 -2.910 0.757  -0.04
43 C -5.001 -2.870 -0.601  -0.05
44 C -3.905 -2.155 -1.050  -0.08
45 P 0.891 -2.178 0.181  1.02
46 C 2.647 -2.519 0.331  -0.37
47 C 3.384 -1.880 1.327  -0.10
48 C 4.738 -2.146 1.461  -0.05
49 C 5.353 -3.049 0.604  -0.04
50 C 4.619 -3.697 -0.381  -0.05
51 C 3.265 -3.439 -0.519  -0.07
52 C -0.145 -3.513 0.761  -0.35
53 C -0.640 -3.460 2.064  -0.08
54 C -1.402 -4.511 2.548  -0.05
55 C -1.672 -5.603 1.734  -0.04
56 C -1.184 -5.654 0.434  -0.05
57 C -0.417 -4.611 -0.056  -0.07
58 H 1.280 -1.177 -1.914  0.07
59 H 0.854 -2.843 -2.175  0.09
60 H -1.494 -2.394 -2.152  0.08
61 H -0.816 -0.992 -2.959  0.10
62 H -4.412 0.723 -0.780  0.11
63 H -5.263 2.788 -1.814  0.12
64 H -3.771 4.206 -3.175  0.12
65 H -1.409 3.561 -3.510  0.11
66 H -0.533 1.507 -2.477  0.10
67 H -2.788 -1.000 1.945  0.08
68 H -4.728 -2.249 2.722  0.12
69 H -6.159 -3.468 1.103  0.12
70 H -5.630 -3.390 -1.312  0.12
71 H -3.707 -2.113 -2.115  0.12
72 H 2.906 -1.184 2.009  0.11
73 H 5.308 -1.655 2.237  0.12
74 H 6.410 -3.257 0.710  0.12
75 H 5.100 -4.410 -1.037  0.12
76 H 2.698 -3.962 -1.279  0.11
77 H -0.436 -2.597 2.688  0.08
78 H -1.789 -4.478 3.557  0.12
79 H -2.268 -6.422 2.114  0.12
80 H -1.397 -6.509 -0.193  0.12
81 H -0.035 -4.658 -1.070  0.11



Here is C39H34NO2P2PdS2 as an isolated structure from OMol25. Energies are from ωB97M-V/def2-TZVPD.

The value obtained for the LUMO energy (alpha / beta) is -2.612 / -4.374 eV. Its spin multiplicity is 3. Its net charge is +1. The energy relative to the best compared isomer or geometry (same formula, charge and spin) is 0.0 kcal/mol. As for the expectation value of S²: 2.0099. For the HOMO-LUMO gap (alpha / beta), the calculation gives 6.86 / 6.70 eV.

Each line ends with the Löwdin spin population.
Atoms and positions in Å:
1 Pd -0.292 -0.223 0.287  1.13
2 O 2.442 1.876 0.468  0.08
3 S 1.647 1.050 -0.461  0.11
4 C 2.677 -0.252 -1.114  0.01
5 C 3.458 -0.103 -2.249  0.00
6 C 4.311 -1.131 -2.623  0.00
7 C 4.379 -2.290 -1.869  0.00
8 C 3.573 -2.441 -0.750  0.00
9 C 2.704 -1.430 -0.358  0.00
10 P 1.543 -1.654 1.041  0.09
11 C 1.323 -3.446 1.135  0.01
12 C 1.473 -4.140 2.330  0.01
13 C 1.241 -5.509 2.369  0.00
14 C 0.866 -6.184 1.220  0.01
15 C 0.714 -5.491 0.023  0.00
16 C 0.934 -4.127 -0.022  0.01
17 C 2.425 -1.135 2.525  0.02
18 C 1.702 -0.466 3.508  0.01
19 C 2.325 -0.060 4.678  0.00
20 C 3.675 -0.315 4.861  0.00
21 C 4.405 -0.973 3.880  0.00
22 C 3.783 -1.384 2.713  0.00
23 C 1.078 2.047 -1.803  0.01
24 C 2.001 2.739 -2.577  0.00
25 C 1.543 3.517 -3.631  0.00
26 C 0.184 3.609 -3.886  0.00
27 C -0.732 2.985 -3.049  0.00
28 C -0.301 2.206 -1.983  0.00
29 P -1.474 1.632 -0.708  0.08
30 C -3.048 1.456 -1.576  0.01
31 C -3.353 0.207 -2.119  0.00
32 C -4.541 0.019 -2.809  0.00
33 C -5.428 1.075 -2.960  0.00
34 C -5.124 2.323 -2.434  0.00
35 C -3.935 2.519 -1.747  0.01
36 C -1.633 3.100 0.356  0.02
37 C -2.692 3.148 1.267  0.01
38 C -2.808 4.201 2.153  0.00
39 C -1.859 5.219 2.150  0.01
40 C -0.804 5.176 1.256  0.00
41 C -0.691 4.120 0.359  0.01
42 H 3.396 0.780 -2.864  0.00
43 H 4.916 -1.022 -3.513  0.00
44 H 5.045 -3.089 -2.165  0.00
45 H 3.598 -3.370 -0.194  0.00
46 H 1.768 -3.619 3.231  0.00
47 H 1.359 -6.047 3.300  0.00
48 H 0.691 -7.250 1.254  0.00
49 H 0.421 -6.018 -0.875  0.00
50 H 0.799 -3.582 -0.951  0.00
51 H 0.648 -0.259 3.355  0.00
52 H 1.762 0.460 5.440  0.00
53 H 4.166 0.006 5.770  0.00
54 H 5.460 -1.161 4.024  0.00
55 H 4.359 -1.889 1.947  0.00
56 H 3.055 2.698 -2.344  0.00
57 H 2.250 4.049 -4.251  0.00
58 H -0.166 4.198 -4.722  0.00
59 H -1.792 3.118 -3.221  0.00
60 H -2.651 -0.609 -2.008  0.00
61 H -4.774 -0.951 -3.227  0.00
62 H -6.357 0.927 -3.493  0.00
63 H -5.811 3.148 -2.562  0.00
64 H -3.706 3.496 -1.341  0.00
65 H -3.447 2.374 1.257  0.00
66 H -3.639 4.236 2.844  0.00
67 H -1.948 6.043 2.844  0.00
68 H -0.064 5.963 1.250  0.00
69 H 0.142 4.102 -0.331  0.00
70 O 0.501 -0.691 -3.662  0.05
71 C 0.062 -0.966 -2.602  0.04
72 N -0.403 -1.291 -1.543  0.11
73 C -3.613 -0.545 1.800  0.01
74 S -2.034 -1.406 1.788  0.11
75 C -2.434 -2.834 0.763  0.01
76 H -4.375 -1.192 2.228  0.00
77 H -3.894 -0.234 0.797  0.00
78 H -3.489 0.322 2.443  0.00
79 H -2.773 -2.502 -0.215  0.00
80 H -3.195 -3.435 1.257  0.00
81 H -1.527 -3.423 0.642  0.00



Here is C39H35AsBrCaCl2N2O7PS2 as an isolated structure from OMol25. Energies are from ωB97M-V/def2-TZVPD.

The value obtained for the LUMO energy is 3.719 eV. Its net charge is -2. The energy relative to the best compared isomer or geometry (same formula, charge and spin) is 0.0 kcal/mol. For the HOMO-LUMO gap, the calculation gives 5.58 eV.

Each line ends with the Löwdin charge.
Atoms and positions in Å:
1 Ca 0.943 -0.743 2.137  1.06
2 Cl 2.189 1.956 3.035  0.74
3 C 1.449 2.530 4.503  -0.65
4 C 1.551 3.883 4.767  -0.14
5 C 0.985 4.409 5.918  -0.13
6 C 0.324 3.551 6.785  -0.16
7 C 0.232 2.203 6.493  -0.70
8 Cl -0.629 1.214 7.646  0.60
9 C 0.776 1.606 5.333  -0.80
10 S 0.600 -0.071 4.974  0.49
11 H 2.073 4.516 4.062  0.09
12 H 1.053 5.467 6.133  0.09
13 H -0.132 3.920 7.694  0.09
14 S 1.177 -3.012 -0.048  0.55
15 C 1.765 -2.592 -1.631  -0.76
16 C 2.836 -3.275 -2.238  -0.14
17 C 3.252 -2.978 -3.521  -0.13
18 C 2.615 -1.981 -4.258  -0.13
19 C 1.562 -1.286 -3.678  -0.12
20 C 1.141 -1.577 -2.384  -0.43
21 As -0.250 -0.616 -1.415  1.32
22 C -1.792 -1.766 -1.767  -0.38
23 C -3.045 -1.312 -1.359  -0.12
24 C -4.178 -2.083 -1.583  -0.11
25 C -4.065 -3.330 -2.184  -0.12
26 C -2.814 -3.801 -2.559  -0.10
27 C -1.683 -3.021 -2.357  -0.09
28 C -0.619 0.741 -2.809  -0.38
29 C 0.260 1.823 -2.836  -0.13
30 C 0.088 2.868 -3.732  -0.10
31 C -0.986 2.858 -4.614  -0.12
32 C -1.873 1.790 -4.593  -0.11
33 C -1.687 0.741 -3.701  -0.10
34 H 3.333 -4.048 -1.663  0.09
35 H 4.091 -3.517 -3.951  0.09
36 H 2.938 -1.746 -5.266  0.08
37 H 1.062 -0.510 -4.247  0.09
38 H -3.129 -0.351 -0.858  0.09
39 H -5.151 -1.714 -1.277  0.09
40 H -4.948 -3.939 -2.348  0.09
41 H -2.717 -4.782 -3.009  0.09
42 H -0.706 -3.388 -2.645  0.09
43 H 1.089 1.846 -2.135  0.09
44 H 0.784 3.700 -3.731  0.10
45 H -1.132 3.678 -5.308  0.09
46 H -2.713 1.771 -5.278  0.09
47 H -2.386 -0.088 -3.703  0.09
48 C -1.866 2.549 3.240  -0.14
49 O -1.456 3.093 1.981  -0.33
50 P -0.878 2.057 0.858  0.83
51 O -2.126 1.851 -0.152  -0.39
52 C -2.738 2.931 -0.840  -0.12
53 O -0.124 3.193 -0.053  -0.36
54 C 1.228 3.534 0.204  -0.17
55 H -2.934 2.335 3.224  0.07
56 H -1.631 3.289 4.007  0.08
57 H -1.342 1.617 3.468  0.04
58 H -3.710 2.576 -1.184  0.08
59 H -2.133 3.228 -1.698  0.07
60 H -2.878 3.789 -0.179  0.08
61 H 1.560 4.155 -0.630  0.08
62 H 1.853 2.642 0.264  0.04
63 H 1.317 4.105 1.133  0.06
64 C -5.083 -1.830 1.713  -0.06
65 N -3.685 -2.161 1.869  -0.06
66 C -3.280 -3.460 1.988  -0.08
67 C -2.009 -3.777 2.270  0.01
68 C -1.068 -2.683 2.438  -0.58
69 O 0.125 -2.892 2.763  -0.20
70 N -1.475 -1.409 2.223  0.09
71 C -2.767 -1.099 1.996  -0.53
72 O -3.208 0.047 1.917  0.00
73 H -5.596 -2.674 1.250  0.08
74 H -5.176 -0.952 1.079  0.07
75 H -5.548 -1.602 2.677  0.09
76 H -4.049 -4.205 1.826  0.12
77 H -1.663 -4.796 2.340  0.10
78 Br 7.470 -1.810 -3.509  0.66
79 C 6.190 -1.334 -2.174  -0.70
80 C 6.251 -1.950 -0.936  -0.13
81 C 5.301 -1.618 0.018  -0.01
82 C 4.312 -0.686 -0.271  -0.12
83 C 4.270 -0.087 -1.522  -0.01
84 C 5.215 -0.405 -2.486  -0.14
85 C 3.245 -0.389 0.753  -0.71
86 O 3.325 -0.935 1.879  -0.14
87 O 2.291 0.364 0.413  -0.22
88 H 7.016 -2.687 -0.729  0.09
89 H 5.288 -2.090 0.991  0.12
90 H 3.466 0.603 -1.739  0.11
91 H 5.173 0.031 -3.474  0.10